Arrangement w

DFT (the ωB97M-V functional and the def2-TZVPD basis) results for an isolated molecule of C25H28N2O5.

Positions of all 60 atoms, in Å:
C1 1.86 -1.13 -5.39
C2 1.72 -1.74 -3.99
C3 1.34 -0.68 -2.96
C4 1.20 -1.31 -1.57
H1 0.40 -2.06 -1.60
H2 2.13 -1.82 -1.33
C5 0.89 -0.35 -0.41
N1 0.71 -1.14 0.81
H3 1.09 -0.64 1.61
C6 -0.70 -1.44 1.01
C7 -1.06 -2.83 0.54
C8 -0.08 -3.77 0.27
C9 -0.42 -5.05 -0.13
C10 -1.76 -5.42 -0.24
C11 -2.75 -4.49 0.06
C12 -2.40 -3.21 0.46
H4 -3.18 -2.51 0.72
H5 -3.78 -4.79 -0.01
O1 -2.14 -6.66 -0.64
H6 -1.36 -7.21 -0.81
H7 0.35 -5.77 -0.35
H8 0.95 -3.49 0.37
H9 -0.94 -1.39 2.08
C13 -1.48 -0.32 0.25
C14 -1.97 0.73 1.22
O2 -2.75 0.57 2.12
N2 -1.35 1.93 0.90
C15 -0.46 1.83 -0.16
O3 0.15 2.75 -0.63
C16 -0.46 0.39 -0.63
H10 -0.72 0.38 -1.69
C17 -1.61 3.14 1.59
C18 -0.55 3.99 1.93
C19 -0.81 5.17 2.60
C20 -2.11 5.51 2.94
C21 -3.15 4.67 2.61
C22 -2.91 3.49 1.93
H11 -3.73 2.83 1.67
H12 -4.17 4.93 2.87
H13 -2.30 6.43 3.47
H14 0.01 5.82 2.86
H15 0.45 3.72 1.65
H16 -2.32 -0.74 -0.30
C23 2.04 0.64 -0.19
O4 2.94 0.84 -0.96
O5 1.93 1.23 1.00
C24 2.93 2.20 1.33
C25 2.98 2.36 2.84
H17 2.00 2.65 3.22
H18 3.70 3.13 3.10
H19 3.27 1.42 3.31
H20 2.66 3.14 0.83
H21 3.89 1.86 0.93
H22 2.10 0.09 -2.93
H23 0.40 -0.22 -3.27
H24 0.97 -2.52 -4.01
H25 2.67 -2.19 -3.71
H26 2.14 -1.89 -6.11
H27 2.61 -0.35 -5.39
H28 0.91 -0.69 -5.70

As for the SMILES: CCCC[C@]1(C(=O)OCC)N[C@H](c2ccc(O)cc2)[C@H]2C(=O)N(c3ccccc3)C(=O)[C@H]21. Its LUMO energy is 0.68 eV. As for the orbital gap: 0.33858 Ha.


Arrangement x

DFT (the ωB97M-V functional and the def2-TZVPD basis) results for an isolated molecule of C25H28N2O5.

Positions of all 60 atoms, in Å:
C1 -6.69 -3.35 -0.88
H1 -6.34 -3.67 -1.86
O1 -5.63 -2.88 -0.07
C2 -4.93 -1.79 -0.48
C3 -5.15 -1.09 -1.67
C4 -4.37 0.00 -1.98
C5 -3.33 0.41 -1.14
C6 -3.13 -0.28 0.05
C7 -3.91 -1.36 0.37
H2 -3.76 -1.90 1.30
H3 -2.38 0.05 0.75
C8 -2.53 1.57 -1.55
C9 -1.20 1.77 -1.28
C10 -0.49 2.85 -1.92
O2 -0.98 3.74 -2.61
C11 0.98 2.63 -1.65
O3 1.93 3.29 -2.02
N1 1.06 1.49 -0.91
C12 2.31 0.94 -0.46
H4 2.27 0.74 0.61
H5 3.07 1.71 -0.65
C13 2.67 -0.35 -1.21
N2 3.92 -0.89 -0.72
C14 5.08 -0.23 -1.29
C15 6.35 -0.78 -0.63
O4 6.46 -2.17 -0.80
C16 5.33 -2.82 -0.27
C17 4.04 -2.33 -0.93
H6 3.18 -2.83 -0.48
H7 4.07 -2.58 -2.01
H8 5.47 -3.89 -0.46
H9 5.26 -2.64 0.81
H10 7.24 -0.34 -1.08
H11 6.32 -0.53 0.45
H12 5.01 0.84 -1.11
H13 5.14 -0.40 -2.38
H14 1.88 -1.09 -1.02
H15 2.70 -0.15 -2.29
C18 -0.22 0.95 -0.49
C19 -0.34 1.11 1.01
C20 -0.08 0.04 1.86
C21 -0.13 0.21 3.24
C22 -0.43 1.45 3.79
C23 -0.67 2.52 2.93
C24 -0.62 2.36 1.56
H16 -0.80 3.20 0.91
H17 -0.89 3.49 3.35
C25 -0.46 1.64 5.28
H18 0.45 2.13 5.61
H19 -0.55 0.69 5.79
H20 -1.30 2.27 5.56
H21 0.06 -0.63 3.88
H22 0.14 -0.93 1.45
H23 -0.29 -0.12 -0.75
O5 -3.18 2.43 -2.33
H24 -2.54 3.14 -2.62
H25 -4.55 0.54 -2.90
H26 -5.94 -1.39 -2.35
H27 -7.47 -2.59 -1.00
H28 -7.10 -4.20 -0.35

As for the SMILES: COc1ccc(/C(O)=C2/C(=O)C(=O)N(CCN3CCOCC3)[C@H]2c2ccc(C)cc2)cc1. Its LUMO energy is -0.39 eV. As for the orbital gap: 0.30161 Ha.


Ordering by calculated energy gives the sequence arrangement w, arrangement x, with the first entry being the most stable.


Arrangement w

DFT (the ωB97M-V functional and the def2-TZVPD basis) results for an isolated molecule of C9H10.

Positions of all 19 atoms, in Å:
C1 0.90 2.38 -0.13
C2 -0.28 1.89 -0.33
C3 2.46 -1.00 0.00
C4 1.78 0.12 0.42
C5 -1.50 0.48 1.18
C6 1.26 1.06 -0.55
C7 -1.60 1.28 -0.17
C8 -1.01 -0.09 -0.04
C9 -1.04 -1.42 -0.64
H1 2.65 -1.76 0.75
H2 2.74 -1.14 -1.02
H3 1.19 0.25 1.42
H4 -0.90 0.69 2.06
H5 -2.54 -0.02 1.47
H6 1.48 0.98 -1.62
H7 -2.44 1.73 -0.59
H8 -0.82 -1.46 -1.66
H9 -1.97 -1.98 -0.54
H10 -0.36 -2.00 -0.03

Its LUMO energy (spin up / spin down) is 0.12 / -0.11 eV. As for the orbital gap (spin up / spin down): 0.26822 / 0.27442 Ha.


Arrangement x

DFT (the ωB97M-V functional and the def2-TZVPD basis) results for an isolated molecule of C9H10.

Positions of all 19 atoms, in Å:
C1 1.23 -1.75 1.26
C2 1.53 -0.94 0.34
C3 -1.96 0.11 2.04
C4 -0.68 -0.14 1.76
C5 1.20 1.43 -0.46
C6 -0.10 -1.18 0.96
C7 1.74 0.03 -0.67
C8 0.36 0.28 -0.93
C9 -0.50 -0.11 -2.08
H1 -2.26 0.78 2.72
H2 -2.76 -0.62 1.80
H3 0.06 0.48 2.21
H4 1.04 1.90 0.52
H5 1.20 2.15 -1.36
H6 -0.83 -1.60 0.13
H7 2.65 -0.13 -1.30
H8 0.11 -0.92 -2.61
H9 -0.55 0.78 -2.67
H10 -1.47 -0.54 -1.66

Its LUMO energy (spin up / spin down) is 0.09 / -0.05 eV. As for the orbital gap (spin up / spin down): 0.27506 / 0.27463 Ha.


Ordering by calculated energy gives the sequence arrangement x, arrangement w, with the first entry being the most stable.


Arrangement w

DFT (the ωB97M-V functional and the def2-TZVPD basis) results for an isolated molecule of C9H10.

Positions of all 19 atoms, in Å:
C1 -1.87 -1.37 0.30
C2 -0.55 -1.73 0.16
C3 -2.35 -0.19 0.06
C4 0.75 0.63 -0.34
C5 2.01 1.30 0.43
C6 2.06 -1.11 -0.19
C7 2.21 0.33 -0.65
C8 0.43 -0.88 -0.02
C9 -2.86 1.05 -0.27
H1 -2.55 -2.20 0.46
H2 -0.41 -2.75 0.46
H3 2.21 2.39 0.32
H4 2.20 1.04 1.43
H5 2.28 -1.77 -0.98
H6 2.69 -1.51 0.61
H7 2.71 0.55 -1.54
H8 0.31 1.13 -0.97
H9 -3.33 1.61 0.49
H10 -2.69 1.28 -1.32

As for the SMILES: C=C=C/C=C1/C[C@@H]2C[C@H]12. Its LUMO energy is 0.96 eV. As for the orbital gap: 0.32659 Ha.


Arrangement x

DFT (the ωB97M-V functional and the def2-TZVPD basis) results for an isolated molecule of C9H10.

Positions of all 19 atoms, in Å:
C1 -3.41 -0.59 -0.25
C2 -2.20 -0.41 -0.10
C3 -0.19 0.99 0.00
C4 -0.99 2.09 0.14
C5 1.36 0.98 0.27
C6 2.02 -0.28 -0.45
C7 1.57 -1.55 0.12
C8 -0.82 -0.29 -0.06
C9 0.05 -1.47 0.17
H1 -2.05 1.86 0.30
H2 -0.67 3.15 0.18
H3 1.89 1.73 -0.33
H4 1.65 1.07 1.31
H5 1.56 -0.19 -1.46
H6 3.17 -0.28 -0.49
H7 2.14 -2.47 0.09
H8 -0.27 -1.71 1.31
H9 -0.36 -2.33 -0.35
H10 -4.45 -0.31 -0.41

Its LUMO energy (spin up / spin down) is 0.52 / -0.50 eV. As for the orbital gap (spin up / spin down): 0.28564 / 0.26154 Ha.


Arrangement y

DFT (the ωB97M-V functional and the def2-TZVPD basis) results for an isolated molecule of C9H10.

Positions of all 19 atoms, in Å:
C1 -3.52 0.01 -0.04
C2 -2.27 0.01 -0.04
C3 -4.82 -0.06 0.07
C4 -0.14 1.62 -0.03
C5 0.20 -0.76 0.02
C6 1.52 1.30 -0.11
C7 -1.02 0.23 -0.05
C8 1.58 -0.07 -0.04
C9 2.83 -0.88 0.12
H1 -5.23 -1.11 0.26
H2 -5.52 0.70 0.26
H3 -0.38 1.89 1.04
H4 -0.56 2.43 -0.75
H5 0.25 -1.50 0.81
H6 0.19 -1.47 -0.84
H7 2.22 2.13 -0.18
H8 3.73 -0.36 0.67
H9 3.05 -1.05 -0.86
H10 2.53 -1.79 0.55

As for the SMILES: C=C=C=C1CC=C(C)C1. Its LUMO energy is 0.74 eV. As for the orbital gap: 0.33397 Ha.


Ordering by calculated energy gives the sequence arrangement y, arrangement x, arrangement w, with the first entry being the most stable.


Arrangement w

DFT (the ωB97M-V functional and the def2-TZVPD basis) results for a structure of composition C18H7AgCl5N3O8Te.

Positions of all 43 atoms, in Å:
Ag1 -1.23 0.16 -0.08
Cl1 4.87 4.64 0.30
C1 3.30 3.93 0.10
C2 3.14 2.55 0.03
Cl2 4.54 1.53 0.13
C3 1.89 1.98 -0.13
Cl3 1.71 0.26 -0.22
C4 0.70 2.76 -0.21
O1 -0.46 2.27 -0.36
C5 0.91 4.17 -0.13
Cl4 -0.50 5.17 -0.23
C6 2.16 4.73 0.02
Cl5 2.33 6.46 0.11
Te1 -3.15 -1.35 -1.19
C7 -4.83 -0.28 -0.46
C8 -4.79 1.10 -0.23
C9 -5.90 1.79 0.24
C10 -7.08 1.12 0.51
C11 -7.13 -0.26 0.31
C12 -6.02 -0.94 -0.17
H1 -3.87 1.64 -0.44
H2 -5.83 2.86 0.41
H3 -7.95 1.65 0.89
H4 -8.04 -0.80 0.52
H5 -6.08 -2.01 -0.31
O2 1.15 -6.70 4.53
N1 0.35 -5.76 4.50
O3 -0.37 -5.48 5.45
C13 0.25 -4.98 3.31
C14 -0.67 -3.92 3.24
C15 -0.76 -3.19 2.11
C16 0.04 -3.38 0.90
O4 0.00 -2.64 -0.07
C17 0.93 -4.54 1.06
C18 1.04 -5.27 2.21
N2 1.77 -4.96 -0.05
O5 1.37 -4.78 -1.18
O6 2.84 -5.50 0.21
N3 -1.71 -2.08 2.07
O7 -2.86 -2.30 1.78
O8 -1.25 -0.96 2.23
H6 -1.30 -3.70 4.09
H7 1.75 -6.09 2.25

The charge is -2. Its LUMO energy is 3.89 eV. As for the orbital gap: 0.20596 Ha.


Arrangement x

DFT (the ωB97M-V functional and the def2-TZVPD basis) results for a structure of composition C18H7AgCl5N3O8Te.

Positions of all 43 atoms, in Å:
Ag1 0.83 0.44 -0.60
Cl1 7.87 1.69 2.08
C1 6.43 1.46 1.13
C2 5.19 1.29 1.75
Cl2 5.10 1.33 3.48
C3 4.04 1.11 1.00
Cl3 2.51 0.91 1.78
C4 4.05 1.07 -0.43
O1 3.03 0.91 -1.14
C5 5.35 1.25 -1.02
Cl4 5.42 1.22 -2.74
C6 6.49 1.43 -0.26
Cl5 8.02 1.64 -1.05
Te1 -1.27 0.68 -2.42
C7 -2.22 2.52 -2.05
C8 -1.53 3.74 -2.13
C9 -2.18 4.94 -1.91
C10 -3.53 4.97 -1.58
C11 -4.22 3.77 -1.48
C12 -3.57 2.56 -1.71
H1 -0.48 3.72 -2.37
H2 -1.62 5.87 -1.98
H3 -4.03 5.91 -1.40
H4 -5.27 3.77 -1.22
H5 -4.12 1.63 -1.62
O2 -4.06 -3.83 3.62
N1 -3.33 -4.54 2.93
O3 -3.29 -5.76 3.05
C13 -2.49 -3.92 1.95
C14 -1.67 -4.69 1.16
C15 -0.88 -4.10 0.20
C16 -0.81 -2.66 -0.03
O4 -0.08 -2.10 -0.85
C17 -1.71 -1.94 0.88
C18 -2.51 -2.52 1.81
N2 -1.74 -0.49 0.76
O5 -0.76 0.13 1.21
O6 -2.52 0.02 -0.01
N3 -0.08 -5.00 -0.61
O7 0.20 -4.67 -1.74
O8 0.24 -6.08 -0.12
H6 -1.64 -5.77 1.27
H7 -3.15 -1.91 2.43

The charge is -2. Its LUMO energy is 3.87 eV. As for the orbital gap: 0.20164 Ha.


Ordering by calculated energy gives the sequence arrangement w, arrangement x, with the first entry being the most stable.


Arrangement w

DFT (the ωB97M-V functional and the def2-TZVPD basis) results for an isolated molecule of C3H6Se.

Positions of all 10 atoms, in Å:
C1 1.17 -1.14 -0.51
C2 0.54 -0.01 -0.69
C3 -0.41 0.68 0.65
Se1 -2.11 -0.19 0.95
H1 1.73 -1.61 -1.30
H2 1.18 -1.64 0.45
H3 0.45 0.54 -1.61
H4 0.20 0.55 1.54
H5 -0.56 1.73 0.42
H6 -2.85 0.63 0.02

As for the SMILES: C=CC[SeH]. Its LUMO energy is 0.92 eV. As for the orbital gap: 0.35000 Ha.


Arrangement x

DFT (the ωB97M-V functional and the def2-TZVPD basis) results for an isolated molecule of C3H6Se.

Positions of all 10 atoms, in Å:
C1 -0.18 2.21 1.04
C2 0.54 1.48 0.21
C3 -0.37 -1.87 -0.71
Se1 0.37 0.12 -1.03
H1 0.35 3.02 1.59
H2 -1.15 1.98 1.55
H3 -0.39 -1.99 -1.75
H4 -1.33 -2.08 -0.23
H5 0.49 -2.33 -0.08
H6 1.68 -0.53 -0.60

Its LUMO energy is 0.28 eV. As for the orbital gap: 0.27877 Ha.


Ordering by calculated energy gives the sequence arrangement w, arrangement x, with the first entry being the most stable.


Arrangement w

DFT (the ωB97M-V functional and the def2-TZVPD basis) results for a structure of composition C3H4NO.

Positions of all 9 atoms, in Å:
C1 1.38 0.02 0.01
C2 -0.24 -0.80 -0.03
C3 -0.37 0.84 0.04
N1 1.23 -1.18 -0.11
O1 0.99 1.30 0.08
H1 -0.65 -1.18 1.00
H2 -0.56 -1.40 -0.99
H3 -0.87 1.24 -0.98
H4 -0.91 1.16 0.99

The charge is +1. Its LUMO energy is -6.72 eV. As for the orbital gap: 0.38269 Ha.


Arrangement x

DFT (the ωB97M-V functional and the def2-TZVPD basis) results for the ion C3H4NO with charge +1.

Positions of all 9 atoms, in Å:
C1 -0.38 0.68 0.04
C2 -0.84 -0.82 -0.05
C3 1.10 0.47 -0.10
N1 1.35 -0.77 -0.12
O1 0.18 -1.55 -0.18
H1 -0.81 1.56 -0.38
H2 -1.86 -1.44 -0.22
H3 1.83 1.30 -0.11
H4 -0.56 0.58 1.12

The charge is +1. Its LUMO energy is -6.40 eV. As for the orbital gap: 0.39675 Ha.


Arrangement y

DFT (the ωB97M-V functional and the def2-TZVPD basis) results for the ion C3H4NO with charge +1.

Positions of all 9 atoms, in Å:
C1 1.68 0.52 0.83
C2 -1.28 -0.46 0.30
C3 -0.13 -0.13 -0.70
N1 0.95 0.28 -0.07
O1 -1.17 -0.48 1.50
H1 2.61 0.71 1.35
H2 -2.33 -0.50 -0.28
H3 0.19 -0.73 -1.61
H4 -0.53 0.79 -1.32

As for the SMILES: C#[N+]CC=O. The charge is +1. Its LUMO energy is -5.71 eV. As for the orbital gap: 0.36078 Ha.


Ordering by calculated energy gives the sequence arrangement y, arrangement x, arrangement w, with the first entry being the most stable.